1.
16
Properties=species:S:1:pos:R:3:forces:R:3:mulliken_charge:R:1 method="wB97M-V/def2-TZVPD" homo_lumo_gap_ev="9.971 / 7.704" de_lowest_ev=0.000 spin_multiplicity=2 total_charge=+4 homo_ev="-26.642 / -26.642"
Cl -0.34523 2.61432 0.35777 -0.2 0.1 -0.6 -0.3955
H 2.55858 -1.81403 1.67212 0.1 0.4 0.0 0.3471
C -0.33761 -2.12825 -0.00837 -1.4 -7.2 -1.7 0.2521
Cl -0.52108 0.25598 -2.18846 -0.2 0.7 -0.2 -0.3865
O 2.28564 -0.11020 0.48294 -0.5 0.7 -1.4 -0.4693
H 3.38789 -0.30631 2.22048 -0.3 0.0 0.3 0.3418
O -4.36322 1.47680 -3.13546 4.3 2.7 1.0 0.1351
C -3.38540 2.03896 -2.90477 -4.7 -3.1 -1.4 0.0320
Yb -1.18588 2.79044 -2.09572 0.6 0.1 -0.4 1.9302
O -0.53020 -3.22707 -0.31404 1.0 5.5 1.6 0.0672
C -2.92774 3.88546 -0.82527 -2.4 1.9 4.4 0.0435
C 2.47871 -0.72302 1.78177 0.5 -0.9 0.9 -0.5618
O -3.49448 4.24308 0.10231 1.9 -1.2 -3.8 0.1186
H 3.11398 0.13154 0.01587 -0.1 -0.3 0.2 0.4129
H 1.59990 -0.46565 2.40982 0.3 0.0 0.0 0.3444
Lu 0.20030 0.13781 0.20582 1.1 0.7 0.9 1.7885


2.
12
Properties=species:S:1:pos:R:3:forces:R:3:mulliken_charge:R:1 method="wB97M-V/def2-TZVPD" homo_lumo_gap_ev="7.907 / 8.883" de_lowest_ev=4.674 total_charge=0 homo_ev="-8.595 / -8.932"
H -0.96293 0.46105 -1.37366 0.4 -2.8 -0.1 0.3024
C -0.90489 -0.70638 -1.11878 0.5 2.4 -0.9 0.0280
C 1.92878 1.01566 0.47079 -0.1 -1.0 -1.1 -0.5134
Cl 0.70620 -1.42005 -1.57992 -1.2 0.3 0.1 -0.1521
C 0.85105 0.94675 1.17651 -0.9 -1.6 -2.4 -0.1327
C -1.04223 -0.64148 0.33259 1.1 0.1 2.3 0.1234
Cl -2.28253 -1.53476 -1.90696 0.4 0.0 -0.1 -0.1409
Cl -2.36688 0.37494 0.82316 0.0 -0.3 0.2 -0.1218
H 2.80059 1.49563 0.79805 1.1 1.2 0.7 0.2798
H 0.10864 1.28352 1.81880 -0.5 0.5 1.4 0.4484
H 2.13565 0.52576 -0.51111 -0.7 0.0 0.9 0.1315
F -0.97146 -1.80063 1.07053 -0.2 1.2 -1.1 -0.2527


3.
14
Properties=species:S:1:pos:R:3:forces:R:3:mulliken_charge:R:1 method="wB97M-V/def2-TZVPD" homo_lumo_gap_ev="7.437 / 7.437" de_lowest_ev=3.008 spin_multiplicity=3 total_charge=0 homo_ev="-7.082 / -9.365"
Cl -1.25349 -0.21125 1.97291 0.2 -1.3 0.7 -0.2194
H 1.23693 0.44744 -1.92580 1.0 -0.6 0.5 0.2612
C 1.12009 -0.19670 -1.02135 -1.4 -0.7 -2.1 -0.1101
P -1.39219 -1.24244 0.15532 0.6 0.8 -1.5 0.9249
C -0.75458 1.30064 0.13290 -2.8 -1.7 -1.4 -0.0361
C -0.34968 -0.51202 -1.13237 0.5 -0.7 3.1 -0.2541
H 2.22394 1.22983 0.26923 0.8 -1.2 -0.2 0.3277
Cl -1.98507 2.48674 0.21724 0.4 0.8 0.0 -0.1211
O 0.40497 1.54477 0.45161 0.9 3.5 0.0 -0.1964
O -2.77477 -1.12661 -0.22453 -1.7 -0.4 -0.4 -0.5838
H 1.20066 -0.03767 1.21169 1.3 0.2 -2.0 0.3091
Cl -0.81687 -3.13190 0.60456 0.3 0.2 0.1 -0.2348
C 1.38653 0.53227 0.20789 -0.3 1.0 4.1 -0.3757
H 1.75354 -1.08310 -0.91930 0.1 0.0 -0.9 0.3087


4.
10
Properties=species:S:1:pos:R:3:forces:R:3:mulliken_charge:R:1 method="wB97M-V/def2-TZVPD" homo_lumo_gap_ev=9.763 de_lowest_ev=0.565 total_charge=0 homo_ev=-8.929 smiles="C=C/C=C(/F)Cl"
C 0.30237 0.74291 0.17582 -0.5 -1.5 -3.9 0.0794
H -0.35623 1.44139 -1.75056 0.2 -0.4 0.6 0.1827
H -0.13454 2.75013 -0.58305 0.6 -0.1 0.6 0.2577
F -0.70328 -2.79168 0.40323 0.2 -0.1 0.0 -0.2245
C -0.00928 1.68289 -0.73239 -0.6 -0.1 -0.1 -0.8682
Cl 0.43445 -1.59558 2.27990 0.0 0.2 0.8 -0.1525
H -0.21650 -0.78630 -1.34672 0.4 -0.6 1.9 0.2587
C 0.10401 -0.71577 -0.25127 -0.9 2.5 -0.5 -0.3071
H 0.69146 0.89575 1.11393 0.5 0.7 2.1 0.3532
C -0.11246 -1.62374 0.69111 0.0 -0.7 -1.5 0.4206


5.
10
Properties=species:S:1:pos:R:3:forces:R:3:mulliken_charge:R:1 method="wB97M-V/def2-TZVPD" homo_lumo_gap_ev=11.073 de_lowest_ev=1.471 total_charge=0 homo_ev=-10.205 smiles=C#C[C@H](Cl)CF
H -0.70044 -2.14634 0.59149 -0.6 1.1 -0.4 0.2516
C 0.45775 -0.31131 0.38781 0.1 3.3 1.4 0.2469
H 0.01804 3.27919 -0.64797 -0.1 0.8 0.0 0.4276
Cl 2.15133 -0.50078 -0.27672 -0.8 -0.7 0.2 -0.1770
C -0.62695 -1.27307 -0.11760 0.8 -0.4 1.3 -0.3230
F -1.80701 -0.59021 -0.34074 0.3 -0.6 0.4 -0.2570
C 0.14181 1.14438 0.07965 -0.1 1.8 -0.7 -0.6068
H 0.58123 -0.26011 1.51153 -0.1 -0.8 -1.2 0.2741
H -0.26911 -1.68790 -1.01419 0.2 -0.4 -1.5 0.2908
C 0.05334 2.34614 -0.17325 0.3 -4.1 0.5 -0.1272


6.
12
Properties=species:S:1:pos:R:3:forces:R:3:mulliken_charge:R:1 method="wB97M-V/def2-TZVPD" homo_lumo_gap_ev=9.960 de_lowest_ev=0.735 total_charge=0 homo_ev=-9.255 smiles=FCc1[nH]ncc1Cl
H 1.66079 -0.22405 1.59475 -0.8 0.4 -2.7 0.2099
H -2.81974 1.11922 -0.66479 1.0 -0.9 0.7 0.3748
C 0.26165 -0.03528 -0.15795 -1.5 2.9 1.6 0.1537
H 2.43461 0.55121 0.14104 -1.8 -1.5 -0.3 0.2784
H -0.12565 -1.96708 -0.55262 -1.0 0.9 0.3 0.3153
C -0.63529 1.03889 -0.06016 0.9 0.5 -0.1 0.2628
F 2.02815 -1.54681 0.14449 -0.1 0.7 -0.7 -0.3066
N -1.81661 -0.80354 -0.63428 0.0 2.0 0.7 -0.9403
C -1.90498 0.53092 -0.39594 -0.6 0.3 -1.0 -0.2548
N -0.54556 -1.03431 -0.35089 0.8 -5.1 -1.9 0.4171
Cl -0.12753 2.59223 0.55802 -0.5 -0.4 -0.5 -0.2178
C 1.59015 -0.22141 0.37834 3.6 0.2 3.9 -0.2924


7.
12
Properties=species:S:1:pos:R:3:forces:R:3:mulliken_charge:R:1 method="wB97M-V/def2-TZVPD" homo_lumo_gap_ev=10.673 de_lowest_ev=1.633 total_charge=0 homo_ev=-10.278 smiles=N#Cn1ccnc1.Cl
C 0.67089 -1.21762 -0.23269 0.0 -0.2 -0.1 -0.0406
H 1.19438 1.88515 0.50827 -0.1 0.2 0.0 0.3985
H 0.03518 -2.03111 -0.51111 -0.3 -0.2 -0.1 0.3936
H -3.51680 0.41614 -0.22901 -0.3 0.0 0.1 0.3832
Cl -4.43965 -0.39695 0.19336 -0.7 -0.4 0.2 -0.3517
C -1.03190 0.52202 -0.23603 -0.5 0.4 -0.4 0.4674
N 0.18498 0.06288 -0.03072 1.0 -0.4 0.3 -0.0446
C 2.34647 -0.00678 0.28456 -0.3 0.6 0.1 -0.4589
N -2.04774 0.98828 -0.48870 0.4 0.4 -0.1 -0.4191
C 1.28431 0.83871 0.30383 0.7 0.2 0.1 -0.1813
N 1.94368 -1.26818 -0.04839 -0.1 -0.7 -0.1 -0.5369
H 3.37622 0.20746 0.48662 0.2 0.1 0.1 0.3906


8.
11
Properties=species:S:1:pos:R:3:forces:R:3:mulliken_charge:R:1 method="wB97M-V/def2-TZVPD" homo_lumo_gap_ev=9.441 de_lowest_ev=3.876 total_charge=0 homo_ev=-9.544 smiles="ClC1=CCON=C1"
C -1.14341 -0.82472 0.06297 2.0 0.6 2.2 -0.3600
O -1.44425 0.31802 -0.65105 -0.5 1.1 1.0 -0.1988
H 0.95233 2.48238 0.09690 -0.4 -0.7 0.6 0.3683
C 0.48261 1.48280 0.04263 -2.1 -0.3 0.5 -0.0288
Cl 2.82850 0.10831 -0.22283 2.8 0.3 -0.1 -0.1962
N -0.82604 1.44914 -0.02088 1.0 1.6 -1.7 -0.4620
H -1.67138 -0.85908 1.16911 1.8 0.5 -2.1 0.1921
H -1.57818 -1.70030 -0.36727 -0.1 -0.4 -1.0 0.3286
C 0.46337 -0.83846 -0.09766 -4.2 -1.9 2.4 -0.3950
H 0.72743 -1.84738 -0.04556 1.5 -1.2 -0.4 0.3808
C 1.20901 0.22927 0.03363 -1.8 0.4 -1.4 0.3711


Calculated calculated total energy (Ha), listed in the same order as above: -3768.7255; -1635.0737; -2027.0391; -714.8071; -714.7738; -824.3380; -779.2504; -744.8589